# 1
Entry from OMol25: C6H5NOS in the gas phase at a distorted geometry (ωB97M-V/def2-TZVPD).

**SMILES string**: C=c1scn/c1=C/C=O
**Energy above the lowest of the compared OMol25 structures with the same formula, charge and spin**: 0.9759 eV
**Strongest force on any atom**: 3.5 eV/A
**Gap between HOMO and LUMO**: 7.617 eV

Geometry as ORCA input:
```
! wB97M-V def2-TZVPD RIJCOSX def2/J DEFGRID3
* xyz 0 1
S 0.449 -1.946 1.751
O -0.537 2.273 -2.451
N 1.981 -1.060 -0.142
C 0.782 -0.374 -0.305
C -0.136 -0.447 0.818
C 0.622 0.527 -1.365
C 2.007 -1.842 0.882
C -1.180 0.324 1.088
C -0.577 1.282 -1.781
H -1.583 1.224 0.525
H 1.442 0.810 -1.928
H -1.906 0.113 1.853
H -1.586 0.922 -1.478
H 2.846 -2.581 1.218
*
```

Electronic structure analysis, natural (NBO) charges in units of e:
1. S 0.241
2. O -0.514
3. N -0.440
4. C 0.135
5. C -0.178
6. C -0.268
7. C -0.021
8. C -0.354
9. C 0.375
10. H 0.228
11. H 0.230
12. H 0.215
13. H 0.110
14. H 0.240

# 2
Entry from OMol25: 2 unconnected molecules or ions with the total composition C6H9N2O2 at a distorted geometry (ωB97M-V/def2-TZVPD).

**Energy above the lowest of the compared OMol25 structures with the same formula, charge and spin**: 0.7449 eV
**Strongest force on any atom**: 3.1 eV/A
**Gap between HOMO and LUMO**: 8.232 eV

Geometry as ORCA input:
```
! wB97M-V def2-TZVPD RIJCOSX def2/J DEFGRID3
* xyz -1 1
O -2.274 -0.922 -0.332
O -2.329 1.300 0.025
N 2.096 -1.572 0.999
N -0.005 -0.871 0.845
C -2.913 0.505 -2.134
C 2.086 -0.204 1.067
C -2.487 0.296 -0.674
C 0.757 0.263 0.989
C 0.859 -1.905 0.721
C 3.188 0.790 1.079
H 0.341 -2.825 0.484
H -0.995 -0.900 0.302
H -1.993 0.606 -2.712
H 3.439 1.007 0.034
H 2.906 1.708 1.592
H 0.380 1.268 0.985
H 4.095 0.404 1.559
H -3.595 1.332 -2.296
H -3.556 -0.280 -2.533
*
```

Electronic structure analysis, natural (NBO) charges in units of e:
1. O -0.795
2. O -0.726
3. N -0.522
4. N -0.534
5. C -0.726
6. C 0.054
7. C 0.779
8. C -0.123
9. C 0.146
10. C -0.626
11. H 0.178
12. H 0.461
13. H 0.213
14. H 0.201
15. H 0.208
16. H 0.216
17. H 0.201
18. H 0.198
19. H 0.198

# 3
Entry from OMol25: 2 unconnected molecules or ions with the total composition C5H14NS at a distorted geometry (ωB97M-V/def2-TZVPD).

**Expectation value of S²**: 0.752
**Energy above the lowest of the compared OMol25 structures with the same formula, charge and spin**: 3.1111 eV
**Strongest force on any atom**: 2.1 eV/A
**Gap between HOMO and LUMO (spin up / spin down)**: 4.028 / 9.875 eV

Geometry as ORCA input:
```
! wB97M-V def2-TZVPD RIJCOSX def2/J DEFGRID3
* xyz 0 2
S 1.238 0.742 0.001
N -1.201 -1.240 -0.130
C -1.250 -3.400 0.973
C 0.310 2.028 -0.938
C 0.576 0.975 1.687
C 0.404 1.759 -2.449
C -1.200 -2.052 1.073
H -0.134 2.573 -2.944
H -1.357 -1.760 -1.003
H -1.246 -3.950 0.041
H 0.097 0.728 -2.710
H -1.198 -1.476 2.041
H -0.749 2.002 -0.654
H 0.900 2.000 2.018
H 0.796 2.986 -0.731
H -1.818 -0.412 -0.136
H 0.981 0.171 2.274
H -0.522 0.998 1.712
H -0.256 -0.795 -0.171
H -1.344 -4.018 1.882
H 1.420 1.903 -2.798
*
```

Electronic structure analysis, natural (NBO) charges in units of e:
1. S 0.179
2. N -0.994
3. C -0.463
4. C -0.529
5. C -0.749
6. C -0.630
7. C -0.144
8. H 0.222
9. H 0.326
10. H 0.206
11. H 0.212
12. H 0.218
13. H 0.202
14. H 0.227
15. H 0.215
16. H 0.217
17. H 0.233
18. H 0.210
19. H 0.426
20. H 0.207
21. H 0.208

# 4
Entry from OMol25: a molecular structure, C6H8N2 at a distorted geometry (ωB97M-V/def2-TZVPD).

**Energy above the lowest of the compared OMol25 structures with the same formula, charge and spin**: 8.1297 eV
**Strongest force on any atom**: 7.3 eV/A
**Gap between HOMO and LUMO**: 8.881 eV

Geometry as ORCA input:
```
! wB97M-V def2-TZVPD RIJCOSX def2/J DEFGRID3
* xyz 0 1
N -0.938 0.041 -0.038
N -3.021 -0.695 -0.343
C 3.241 -0.249 -0.836
C 2.394 -0.451 0.213
C -2.295 0.364 -0.171
C 1.018 -0.275 0.794
C 0.258 1.098 0.025
C -0.173 -1.136 -0.030
H 0.748 1.604 -0.743
H 4.496 0.273 -0.764
H 0.367 -1.459 -1.063
H -0.756 -1.912 0.719
H 1.017 -0.222 1.902
H -3.919 -0.380 -0.059
H 0.078 1.866 0.852
H -2.515 1.532 -0.458
*
```

Electronic structure analysis, natural (NBO) charges in units of e:
1. N -0.468
2. N -0.721
3. C -0.329
4. C 0.002
5. C 0.285
6. C -0.310
7. C -0.192
8. C -0.183
9. H 0.206
10. H 0.283
11. H 0.224
12. H 0.239
13. H 0.252
14. H 0.333
15. H 0.191
16. H 0.185

# 5
Entry from OMol25: a molecular structure, C32H43BrIrN2P2 at a distorted geometry (ωB97M-V/def2-TZVPD).

**Expectation value of S²**: 8.831
**Energy above the lowest of the compared OMol25 structures with the same formula, charge and spin**: 0.0000 eV
**Strongest force on any atom**: 5.5 eV/A
**Gap between HOMO and LUMO (spin up / spin down)**: 6.057 / 3.984 eV

Geometry as ORCA input:
```
! wB97M-V def2-TZVPD RIJCOSX def2/J DEFGRID3
* xyz 4 6
Ir 1.782 0.420 0.468
Br 1.364 2.483 -0.758
P -2.332 3.707 -1.896
P 0.476 0.621 2.263
N 3.437 0.130 1.185
N -4.086 -7.732 -4.821
C 0.758 -1.865 -0.197
C 8.467 -0.568 2.990
C -1.367 -3.599 -2.568
C -0.702 -1.286 -2.553
C -3.178 4.467 0.598
C -2.571 2.142 -2.813
C 6.084 -0.543 3.425
C -2.487 3.299 -0.118
C -0.661 -2.561 -1.982
C -2.833 -7.941 -4.412
C 0.061 -2.881 -0.822
C 8.232 -0.322 1.631
C -3.974 -5.468 -4.044
C -4.654 -6.536 -4.652
C -4.015 2.090 -3.333
C 4.515 -0.092 1.590
C 0.013 -0.255 -1.950
C -2.651 -5.669 -3.610
C 0.872 2.201 3.089
C -0.649 4.311 -2.225
C -0.471 5.279 -3.392
C 5.837 -0.286 2.056
C -1.917 -4.595 -2.995
C -2.070 -6.935 -3.794
C 6.928 -0.182 1.160
C 0.666 -0.588 -0.773
C 0.466 -0.522 4.864
C 7.392 -0.681 3.881
C -2.121 -0.546 2.211
C -0.181 2.736 4.050
C 0.805 -0.768 3.402
C -1.280 0.631 1.736
H -1.054 -7.138 -3.464
H 0.077 0.750 -2.357
H -5.679 -6.394 -4.999
H 0.552 5.669 -3.351
H -1.718 1.589 2.051
H -0.593 -0.297 5.029
H -1.858 2.138 -3.651
H -2.343 1.291 -2.157
H 1.876 -0.995 3.300
H -4.118 1.309 -4.092
H 0.057 -3.896 -0.434
H -3.130 -0.452 1.787
H -1.295 -1.136 -3.457
H 5.239 -0.604 4.114
H -1.262 0.645 0.634
H -0.055 3.401 -2.413
H 1.371 -2.033 0.689
H -1.106 3.023 3.538
H -3.603 4.140 1.554
H 0.694 -1.432 5.430
H 7.576 -0.859 4.942
H -3.084 2.378 -0.022
H -1.709 -1.504 1.866
H 9.491 -0.652 3.362
H -4.461 -4.505 -3.909
H 1.069 2.928 2.287
H 1.825 2.053 3.620
H -1.474 3.108 0.270
H -4.297 3.047 -3.791
H -0.596 4.784 -4.360
H -2.222 -0.574 3.304
H -2.477 5.283 0.804
H 0.225 3.638 4.523
H 6.729 0.036 0.109
H 9.064 -0.218 0.931
H -1.161 6.125 -3.326
H -2.397 -8.930 -4.568
H 1.067 0.286 5.292
H 0.266 -1.645 3.019
H -3.998 4.869 -0.013
H -4.728 1.871 -2.531
H -0.287 4.780 -1.296
H -0.427 2.026 4.848
*
```

Electronic structure analysis, Mulliken charges in units of e:
1. Ir 0.292
2. Br -0.260
3. P 0.172
4. P 0.573
5. N -1.094
6. N -0.410
7. C -0.652
8. C -0.318
9. C -0.507
10. C -0.780
11. C -1.466
12. C 0.123
13. C -0.347
14. C 0.515
15. C 0.966
16. C -0.249
17. C -1.022
18. C -0.651
19. C -0.186
20. C -0.254
21. C -1.389
22. C 0.940
23. C -0.361
24. C 0.547
25. C -0.596
26. C -0.012
27. C -1.414
28. C 0.719
29. C -0.036
30. C -0.211
31. C -0.359
32. C 0.904
33. C -1.475
34. C -0.691
35. C -1.575
36. C -1.081
37. C -0.333
38. C 0.648
39. H 0.489
40. H 0.622
41. H 0.414
42. H 0.405
43. H 0.306
44. H 0.291
45. H 0.545
46. H -0.170
47. H 0.455
48. H 0.404
49. H 0.516
50. H 0.430
51. H 0.550
52. H 0.431
53. H -0.368
54. H -0.139
55. H 0.521
56. H 0.252
57. H 0.387
58. H 0.444
59. H 0.416
60. H 0.431
61. H 0.294
62. H 0.427
63. H 0.468
64. H 0.452
65. H 0.454
66. H -0.375
67. H 0.405
68. H 0.336
69. H 0.313
70. H 0.376
71. H 0.410
72. H 0.425
73. H 0.415
74. H 0.390
75. H 0.413
76. H 0.365
77. H 0.448
78. H 0.462
79. H 0.342
80. H 0.600
81. H 0.275

# 6
Entry from OMol25: a gas-phase ion, C15H24N5 (charge +1) at a distorted geometry (ωB97M-V/def2-TZVPD).

**SMILES string**: CCCc1cccc2c(CC(N)(N)N)c(N)[n+](C)cc12
**Strongest force on any atom**: 4.2 eV/A
**Gap between HOMO and LUMO**: 7.387 eV

Geometry as ORCA input:
```
! wB97M-V def2-TZVPD RIJCOSX def2/J DEFGRID3
* xyz 1 1
N -0.194 2.229 1.047
N -2.699 2.365 0.836
N -4.741 -1.307 -0.539
N -2.444 -2.102 -0.356
N -3.337 -0.511 1.233
C -0.143 3.337 2.043
C 3.671 0.387 0.048
C -0.119 -0.992 -2.052
C 1.077 0.544 -0.326
C 0.992 1.616 0.675
C -1.458 0.722 -0.537
C 4.867 -0.645 0.081
C -2.831 0.244 -1.157
C 2.394 -0.114 -0.718
C 1.141 -1.601 -2.468
C -1.418 1.789 0.476
C 4.452 -2.119 0.508
C -3.336 -0.949 -0.201
C -0.176 0.064 -1.001
C 2.388 -1.129 -1.744
H 3.344 0.528 1.126
H 0.081 2.980 3.080
H -2.880 2.229 1.836
H 3.387 -2.207 0.857
H -1.115 3.909 2.068
H 0.624 4.089 1.691
H -4.295 -0.503 1.588
H 5.413 -0.591 -0.900
H 4.510 -2.747 -0.435
H 1.909 2.021 1.182
H -5.374 -0.527 -0.328
H 4.014 1.408 -0.291
H -1.063 -1.305 -2.548
H 5.172 -2.587 1.227
H -3.600 1.057 -1.124
H 3.351 -1.611 -2.030
H 1.152 -2.383 -3.259
H -5.035 -2.067 0.082
H 5.585 -0.280 0.877
H -2.751 3.352 0.572
H -2.694 -2.641 -1.187
H -2.754 -1.122 1.807
H -2.442 -2.715 0.459
H -2.625 -0.117 -2.196
*
```

Electronic structure analysis, natural (NBO) charges in units of e:
1. N -0.311
2. N -0.837
3. N -0.852
4. N -0.872
5. N -0.888
6. C -0.434
7. C -0.439
8. C -0.207
9. C 0.000
10. C 0.083
11. C 0.059
12. C -0.408
13. C -0.457
14. C 0.019
15. C -0.135
16. C 0.361
17. C -0.632
18. C 0.437
19. C 0.008
20. C -0.211
21. H 0.202
22. H 0.243
23. H 0.396
24. H 0.213
25. H 0.242
26. H 0.240
27. H 0.377
28. H 0.214
29. H 0.210
30. H 0.242
31. H 0.360
32. H 0.237
33. H 0.234
34. H 0.232
35. H 0.256
36. H 0.239
37. H 0.249
38. H 0.363
39. H 0.223
40. H 0.384
41. H 0.385
42. H 0.368
43. H 0.374
44. H 0.233